Here is C37H76F9HgN4O7PS as an isolated structure from OMol25. Energies are from ωB97M-V/def2-TZVPD.

Structure (ORCA input):
```
! RIJCOSX wB97M-V def2-TZVPD def2/J DEFGRID3
* xyz 0 1
Hg 1.44 -2.01 -0.67
P -1.04 0.12 -0.34
F -0.93 1.65 0.15
F -0.42 -0.27 1.13
F -2.53 -0.03 0.19
F -0.85 -1.42 -0.83
F -1.46 0.64 -1.80
F 0.60 0.28 -0.77
C 4.78 0.92 0.91
F 6.09 1.05 1.06
F 4.33 0.13 1.89
F 4.27 2.13 0.90
S 4.46 0.05 -0.74
O 4.43 1.13 -1.72
O 5.59 -0.84 -0.93
O 3.18 -0.68 -0.54
C -3.90 0.53 3.55
C -3.17 1.51 4.44
C -4.08 2.02 5.58
C -4.30 0.98 6.67
C -2.94 0.60 7.26
C -2.04 -0.06 6.21
N -2.00 0.89 5.09
O -1.06 0.58 4.06
C -0.63 -0.16 6.75
C -2.53 -1.50 5.79
C -2.74 2.72 3.63
H -4.68 0.96 2.93
H -4.20 -0.40 4.02
H -3.19 0.27 2.75
H -3.67 2.96 5.97
H -5.06 2.33 5.21
H -4.83 0.17 6.16
H -5.09 1.31 7.36
H -3.26 -0.07 8.07
H -2.33 1.38 7.71
H -0.03 -0.73 6.02
H -0.04 0.75 6.85
H -0.42 -0.78 7.62
H -2.45 -1.64 4.71
H -2.04 -2.25 6.41
H -3.60 -1.49 5.97
H -2.45 2.48 2.61
H -1.94 3.33 4.06
H -3.60 3.38 3.50
H -0.27 0.93 4.49
C -0.99 -2.23 -5.64
C 0.13 -3.01 -4.88
C 0.94 -3.78 -5.92
C 1.89 -2.93 -6.82
C 2.75 -1.97 -5.99
C 2.00 -1.20 -4.91
N 1.08 -2.10 -4.23
O 0.62 -1.61 -2.98
C 3.02 -0.51 -3.99
C 1.19 -0.05 -5.61
C -0.44 -4.04 -3.93
H -1.85 -2.90 -5.59
H -0.70 -2.06 -6.67
H -1.27 -1.29 -5.16
H 1.71 -4.38 -5.42
H 0.38 -4.44 -6.58
H 1.32 -2.44 -7.61
H 2.44 -3.65 -7.43
H 3.25 -1.22 -6.60
H 3.46 -2.58 -5.43
H 4.05 -0.54 -4.33
H 2.94 0.59 -3.99
H 2.90 -0.79 -2.95
H 1.73 0.86 -5.87
H 0.83 -0.47 -6.55
H 0.35 0.30 -5.02
H -1.03 -4.87 -4.32
H -1.00 -3.54 -3.13
H 0.34 -4.50 -3.31
H 0.32 -0.70 -3.20
C -0.53 4.43 -4.54
C -0.47 4.50 -3.02
C 0.73 3.69 -2.54
C 1.22 4.05 -1.10
C 1.43 5.56 -1.01
C 0.14 6.30 -1.36
N -0.26 5.92 -2.73
O -1.21 6.77 -3.32
C -0.95 6.19 -0.23
C 0.57 7.78 -1.45
C -1.82 3.96 -2.46
H 0.21 5.00 -5.10
H -1.51 4.66 -4.96
H -0.47 3.37 -4.82
H 0.46 2.64 -2.43
H 1.59 3.68 -3.21
H 2.03 3.45 -0.69
H 0.44 3.70 -0.40
H 2.29 5.77 -1.65
H 1.66 5.81 0.03
H -0.89 5.24 0.30
H -0.54 6.83 0.56
H -1.90 6.52 -0.62
H 1.43 7.87 -2.12
H -0.10 8.53 -1.89
H 0.85 8.16 -0.47
H -2.69 4.45 -2.89
H -1.73 3.99 -1.37
H -1.84 2.92 -2.78
H -0.72 7.58 -3.44
C 2.05 -1.78 2.67
C 1.27 -3.08 2.64
C -0.23 -2.84 3.02
C -1.25 -3.90 2.66
C -1.07 -4.33 1.22
C 0.35 -4.77 0.85
N 1.31 -3.70 1.29
O 2.57 -3.82 0.74
C 0.81 -6.11 1.46
C 0.37 -4.95 -0.66
C 1.80 -4.04 3.73
H 2.03 -1.11 1.80
H 1.92 -1.13 3.53
H 3.11 -2.04 2.51
H -0.24 -2.74 4.11
H -0.46 -1.82 2.68
H -1.03 -4.73 3.32
H -2.24 -3.44 2.76
H -1.48 -3.67 0.45
H -1.75 -5.19 1.10
H 1.81 -6.40 1.11
H 0.18 -6.89 1.02
H 0.80 -6.27 2.53
H -0.27 -5.76 -0.98
H 1.40 -5.16 -0.97
H 0.13 -4.00 -1.16
H 2.71 -4.54 3.38
H 2.03 -3.52 4.65
H 1.08 -4.83 3.96
H 3.11 -4.58 1.04
*
```

## Properties
- Max |F|: 0.078 hartree/bohr
- E_tot: -108648.4263 eV
- HOMO level: -7.337 eV